A molecular structure, C37H47HfN3O5P2Si2, computed with ωB97M-V/def2-TZVPD.

```
97
C37H47HfN3O5P2Si2 (ωB97M-V/def2-TZVPD)
Hf 0.66397 0.12040 1.21203
O 1.61782 2.16009 1.66316
C 1.89025 3.01471 2.87312
C 1.43082 2.43457 4.22030
N 1.56026 0.96050 4.36280
C 2.84816 0.33698 4.37519
C 3.24354 0.04436 2.89377
O 4.30044 0.51982 2.48375
O 2.32852 -0.63108 2.14336
C 0.41855 0.28084 4.98968
C -0.78420 0.19342 3.98201
O -1.84515 -0.26671 4.34174
O -0.51109 0.53454 2.70153
H 1.79148 2.64517 0.83958
H 2.95945 3.11918 2.89794
H 1.46294 4.01347 2.75755
H 2.00660 2.95599 5.01785
H 0.37206 2.71219 4.37738
H 3.64602 0.88315 4.81690
H 2.80871 -0.70707 4.82949
H 0.64937 -0.75748 5.31217
H 0.10473 0.83556 5.90780
C 3.70496 -0.85521 -1.24414
Si 3.10479 0.94844 -1.34015
C 4.01346 2.25899 -0.42972
C 3.51334 1.34591 -3.10410
N 1.46206 0.94129 -0.76223
P -0.01160 1.35563 -1.39722
C -0.95184 0.40320 -0.38839
P -1.45857 -1.21313 -0.11775
N -0.20999 -1.81321 0.92004
Si -0.27598 -3.55372 1.62230
C -0.91236 -4.82303 0.28863
C -1.24066 -3.69426 3.16517
C 1.54778 -3.90498 1.68804
C -2.97310 -1.27369 0.76962
C -3.57269 -0.08976 1.24519
C -4.84943 -0.12793 1.74684
C -5.57225 -1.30816 1.79565
C -4.97466 -2.47473 1.41314
C -3.68734 -2.47662 0.86186
C -1.60077 -2.26183 -1.56363
C -2.88772 -2.55280 -2.10405
C -2.99367 -3.08996 -3.36459
C -1.86637 -3.58237 -4.01478
C -0.60879 -3.37574 -3.47460
C -0.43039 -2.77906 -2.23949
C -0.32144 1.22067 -3.12266
C -1.41384 0.44734 -3.58533
C -1.67409 0.38678 -4.93964
C -1.01529 1.19853 -5.84441
C 0.13033 1.90884 -5.42928
C 0.48306 1.89886 -4.07274
C -0.14877 3.14129 -1.19816
C -1.39747 3.72639 -0.96951
C -1.42264 5.06024 -0.56589
C -0.28997 5.85408 -0.37164
C 0.93763 5.32647 -0.79053
C 1.00855 3.99370 -1.22227
H 4.73830 -0.88001 -1.51672
H 3.10652 -1.38549 -2.05057
H 3.58687 -1.34403 -0.23948
H 4.44183 2.95408 -1.18787
H 4.85114 1.79724 0.09226
H 3.38455 2.87023 0.25268
H 4.52566 0.98348 -3.28663
H 3.49304 2.40186 -3.35692
H 2.83461 0.83604 -3.80384
H -1.83577 -4.53153 -0.19769
H -1.14248 -5.77193 0.75546
H -0.11706 -4.95848 -0.46353
H -0.55880 -3.32953 3.96963
H -1.41202 -4.78655 3.30130
H -2.21504 -3.13251 3.11769
H 1.94374 -4.19564 0.70370
H 1.77586 -4.68975 2.41127
H 2.13729 -2.98988 1.98795
H -3.01758 0.82348 1.12706
H -5.31594 0.76767 2.17770
H -6.61034 -1.29717 2.09960
H -5.52399 -3.40630 1.60516
H -3.25568 -3.42336 0.53396
H -3.76247 -2.27665 -1.51628
H -3.92765 -3.11912 -3.92144
H -2.01389 -4.18151 -4.89846
H 0.32100 -3.57835 -4.03674
H 0.57404 -2.62409 -1.81282
H -2.07980 -0.01861 -2.88456
H -2.44535 -0.35200 -5.27127
H -1.43638 1.37269 -6.85102
H 0.78194 2.48109 -6.12625
H 1.33019 2.46864 -3.76172
H -2.28334 3.14281 -1.15876
H -2.40328 5.48583 -0.34767
H -0.37539 6.85890 0.07072
H 1.87983 5.88136 -0.76784
H 1.91834 3.57803 -1.60677
```

Properties
E_HOMO = -7.210 eV
spin multiplicity = 1
orbital gap = 7.6 eV

Löwdin population analysis, charges in e, atoms 1 to 2: atom 1 (Hf): 1.5398, atom 2 (O): -0.2035